{
  "formula": "C19H37CuNO4Si",
  "method": "ωB97M-V/def2-TZVPD",
  "symbols": ["C", "C", "C", "C", "C", "Cu", "N", "C", "C", "H", "H", "H", "H", "H", "H", "H", "H", "H", "H", "C", "C", "C", "C", "O", "Si", "O", "O", "C", "C", "C", "C", "O", "C", "C", "C", "C", "H", "H", "H", "H", "H", "H", "H", "H", "H", "H", "H", "H", "H", "H", "H", "H", "H", "H", "H", "H", "H", "H", "H", "H", "H", "H", "H"],
  "positions_angstrom": [[1.1612, -1.9104, -3.8942], [-0.2504, -1.6762, -3.9291], [-0.8396, -2.3359, -2.8264], [0.1880, -2.9281, -2.0496], [1.4455, -2.6910, -2.7147], [0.9201, -0.1351, -2.2031], [2.8487, -0.1177, -1.5741], [1.0311, 1.1349, -3.2062], [-0.3988, 1.2467, -3.1950], [-1.8936, -2.4243, -2.6149], [-0.7793, -1.1710, -4.7257], [0.0727, -3.5367, -1.1511], [2.4250, -3.0942, -2.4044], [1.8944, -1.6517, -4.6652], [-0.9357, 0.8919, -4.0932], [1.4999, 1.9905, -2.7780], [3.1871, -0.1784, -2.7073], [-0.7890, 1.9224, -2.3936], [1.6250, 0.8446, -4.1279], [1.8607, 3.6097, 1.2008], [2.0452, 2.0994, 1.1621], [3.2369, 1.7533, 0.2829], [2.2929, 1.5671, 2.5524], [0.8357, 1.5695, 0.5502], [-0.1345, 0.1895, 0.7213], [0.0129, -0.7906, -0.5220], [0.2331, -0.3913, 2.2128], [-0.0060, -1.7262, 2.6809], [0.8943, -2.7115, 1.9493], [0.3176, -1.7692, 4.1783], [-1.4671, -2.1045, 2.4702], [-1.6535, 0.8241, 0.9502], [-2.8237, 0.9525, 0.1400], [-2.8533, -0.0359, -1.0081], [-4.0342, 0.7093, 1.0517], [-2.9284, 2.3732, -0.4074], [2.7470, 4.0777, 1.6245], [1.0078, 3.8709, 1.8261], [1.6985, 4.0141, 0.1999], [4.1330, 2.2269, 0.6886], [3.4087, 0.6703, 0.2352], [3.0962, 2.0848, -0.7579], [1.4621, 1.7834, 3.2180], [2.4939, 0.4979, 2.5562], [3.1778, 2.0622, 2.9636], [1.9486, -2.4884, 2.1531], [0.6874, -3.7352, 2.2964], [0.7348, -2.6622, 0.8684], [-0.3129, -1.0593, 4.7319], [0.1324, -2.7810, 4.5802], [1.3731, -1.5172, 4.3575], [-2.1241, -1.3676, 2.9418], [-1.7032, -2.1751, 1.4037], [-1.6777, -3.0822, 2.9233], [-2.7115, -1.0623, -0.6648], [-3.8233, 0.0069, -1.5259], [-2.0817, 0.1859, -1.7509], [-4.0572, 1.4528, 1.8600], [-4.9723, 0.7904, 0.4817], [-3.9931, -0.2893, 1.5075], [-2.9670, 3.0940, 0.4158], [-2.0732, 2.6183, -1.0417], [-3.8453, 2.4846, -1.0039]],
  "forces_ev_per_angstrom": [[-0.2, -0.7, 0.6], [0.5, -1.2, -0.2], [0.7, -0.6, -0.1], [1.0, -0.6, -1.5], [-1.1, -0.4, -0.1], [-0.8, -4.7, 5.1], [0.6, -0.9, -4.4], [0.2, 6.1, -6.1], [1.6, 0.0, 0.1], [-0.2, 0.3, 0.1], [0.0, 0.1, 0.0], [-0.1, 0.4, -0.2], [-0.6, 0.5, -0.1], [-0.3, 0.1, 0.3], [-0.2, 0.2, 1.2], [0.8, 0.5, 0.8], [-0.6, 0.2, 3.4], [0.0, -0.6, -1.3], [-1.0, 0.2, 0.7], [-0.1, 0.1, 0.1], [-0.8, -0.5, -1.2], [0.1, 0.0, 0.0], [0.3, 0.1, 0.5], [0.3, 0.0, 0.9], [1.0, 0.6, -2.2], [-0.4, 0.9, 1.8], [0.1, -1.0, 1.1], [0.1, 0.3, -0.2], [0.2, -0.3, -0.1], [0.0, 0.1, 0.2], [-0.3, -0.2, 0.1], [-1.0, 0.3, -0.1], [0.1, -0.2, 0.3], [-0.1, -0.2, -0.5], [-0.1, 0.0, 0.3], [0.0, 0.3, 0.0], [0.2, 0.1, 0.1], [-0.2, 0.0, 0.0], [0.0, -0.1, 0.0], [0.2, 0.2, 0.1], [-0.1, 0.4, 0.0], [0.0, -0.1, 0.4], [-0.2, -0.1, 0.1], [-0.2, 0.0, -0.1], [0.1, 0.1, 0.0], [-0.1, 0.0, -0.1], [0.0, 0.1, 0.0], [0.0, 0.1, 0.1], [0.1, -0.1, -0.1], [0.1, 0.3, -0.2], [-0.3, 0.0, -0.1], [0.1, 0.0, -0.1], [0.1, 0.1, 0.1], [0.1, 0.1, 0.0], [0.2, 0.1, 0.0], [0.0, 0.1, 0.1], [0.0, -0.2, 0.2], [0.0, -0.1, -0.1], [0.2, 0.0, 0.1], [0.1, 0.2, -0.1], [0.1, 0.0, 0.0], [-0.1, -0.1, 0.1], [0.2, 0.0, 0.1]],
  "e_tot_ev": -82499.604,
  "gap_ev": [4.51, 4.34],
  "total_charge": -2,
  "e_homo_ev": [0.325, 0.500],
  "lumo_ev": [4.8, 4.8],
  "mol_weight_g_mol": 435.14,
  "s_squared": 0.763,
  "multiplicity": 2
}